{
  "formula": "C59H86GaIN11O2S",
  "method": "the ωB97M-V functional and the def2-TZVPD basis",
  "species": ["C", "C", "S", "C", "Ga", "I", "C", "C", "C", "C", "C", "C", "O", "C", "C", "O", "C", "C", "C", "C", "H", "H", "H", "H", "H", "H", "H", "H", "H", "H", "H", "H", "H", "H", "H", "H", "H", "H", "H", "H", "H", "H", "H", "H", "H", "H", "H", "H", "H", "H", "H", "N", "C", "C", "C", "C", "H", "H", "H", "H", "H", "N", "C", "C", "C", "C", "H", "H", "H", "H", "H", "N", "C", "C", "C", "C", "H", "H", "H", "H", "H", "N", "C", "C", "C", "C", "H", "H", "H", "H", "H", "N", "C", "C", "C", "C", "H", "H", "H", "H", "H", "N", "C", "C", "C", "C", "H", "H", "H", "H", "H", "N", "C", "C", "C", "C", "H", "H", "H", "H", "H", "N", "C", "C", "C", "C", "H", "H", "H", "H", "H", "N", "C", "C", "C", "C", "H", "H", "H", "H", "H", "N", "C", "C", "C", "C", "H", "H", "H", "H", "H", "N", "C", "C", "C", "C", "H", "H", "H", "H", "H"],
  "coordinates": [[2.925, -3.450, 3.614], [1.458, -3.044, 2.994], [1.008, -3.910, 1.395], [-0.841, -4.121, 1.192], [-1.895, -2.307, 1.140], [-1.471, -0.821, 3.249], [-1.469, -1.409, -0.672], [-1.070, 0.179, -0.589], [0.497, 0.463, -0.133], [0.560, 1.500, 1.134], [0.939, 3.068, 0.691], [0.679, 3.961, 2.081], [-0.670, 4.544, 2.154], [-1.586, 3.743, 2.980], [-3.045, 3.349, 2.285], [-1.358, 3.287, 4.214], [-3.935, -2.829, 1.184], [-4.696, -1.519, 1.852], [-5.044, -1.685, 3.447], [-6.121, -1.350, 1.058], [3.763, -3.238, 2.825], [3.078, -2.768, 4.581], [2.893, -4.560, 4.006], [0.589, -3.184, 3.765], [1.520, -1.882, 2.740], [-1.071, -4.654, 0.148], [-1.362, -4.770, 2.032], [-0.683, -2.073, -1.247], [-2.467, -1.471, -1.321], [-1.864, 0.776, 0.032], [-1.150, 0.599, -1.704], [1.170, 0.876, -1.027], [0.986, -0.585, 0.151], [-0.541, 1.574, 1.570], [1.356, 1.205, 1.959], [2.072, 3.148, 0.386], [0.194, 3.469, -0.131], [0.932, 3.212, 2.966], [1.463, 4.833, 2.140], [-2.888, 2.710, 1.289], [-3.636, 4.351, 2.051], [-3.731, 2.697, 3.006], [-3.991, -3.761, 1.920], [-4.298, -3.067, 0.096], [-4.069, -0.528, 1.640], [-4.319, -2.448, 4.003], [-6.185, -1.967, 3.658], [-4.905, -0.616, 3.959], [-6.529, -2.421, 0.819], [-6.866, -0.798, 1.808], [-5.898, -0.699, 0.093], [-9.428, -4.217, 5.189], [-8.187, -4.479, 4.667], [-8.276, -4.395, 3.296], [-9.616, -4.065, 2.979], [-10.304, -3.959, 4.167], [-9.660, -4.215, 6.173], [-7.351, -4.704, 5.315], [-7.463, -4.553, 2.598], [-10.033, -3.920, 1.991], [-11.340, -3.723, 4.372], [-11.655, -3.634, -0.429], [-11.993, -4.124, -1.664], [-11.289, -3.413, -2.611], [-10.495, -2.465, -1.922], [-10.738, -2.626, -0.577], [-12.023, -3.966, 0.452], [-12.704, -4.932, -1.764], [-11.342, -3.561, -3.682], [-9.818, -1.744, -2.361], [-10.339, -2.110, 0.286], [5.455, 4.890, -0.514], [6.435, 4.494, 0.359], [5.994, 4.749, 1.638], [4.700, 5.312, 1.534], [4.391, 5.385, 0.194], [5.508, 4.826, -1.522], [7.361, 4.068, -0.005], [6.544, 4.549, 2.548], [4.062, 5.630, 2.348], [3.508, 5.748, -0.315], [8.769, 3.040, -2.540], [9.505, 4.194, -2.619], [10.816, 3.847, -2.857], [10.872, 2.435, -2.929], [9.594, 1.962, -2.732], [7.773, 2.991, -2.367], [9.034, 5.160, -2.499], [11.643, 4.537, -2.967], [11.751, 1.828, -3.106], [9.202, 0.954, -2.712], [13.534, 6.911, -4.065], [14.774, 6.650, -4.586], [14.685, 6.734, -5.958], [13.346, 7.064, -6.274], [12.658, 7.170, -5.087], [13.302, 6.914, -3.080], [15.611, 6.425, -3.939], [15.498, 6.576, -6.655], [12.929, 7.209, -7.263], [11.622, 7.406, -4.882], [-3.845, -3.271, -5.728], [-2.865, -3.667, -4.856], [-3.306, -3.413, -3.576], [-4.600, -2.849, -3.681], [-4.909, -2.776, -5.020], [-3.792, -3.336, -6.736], [-1.939, -4.093, -5.219], [-2.756, -3.612, -2.666], [-5.238, -2.531, -2.866], [-5.792, -2.414, -5.529], [-1.294, 7.475, 2.099], [-2.204, 8.070, 2.934], [-1.741, 9.331, 3.238], [-0.513, 9.505, 2.556], [-0.263, 8.345, 1.859], [-1.373, 6.541, 1.718], [-3.098, 7.546, 3.242], [-2.236, 10.049, 3.879], [0.120, 10.383, 2.572], [0.560, 8.064, 1.215], [-10.731, -8.455, 3.622], [-9.995, -7.302, 3.542], [-8.684, -7.648, 3.305], [-8.628, -9.061, 3.233], [-9.906, -9.533, 3.429], [-11.727, -8.504, 3.795], [-10.466, -6.335, 3.663], [-7.857, -6.958, 3.194], [-7.749, -9.668, 3.056], [-10.298, -10.541, 3.449], [4.004, -4.997, 6.812], [4.458, -3.916, 7.520], [5.823, -4.039, 7.655], [6.206, -5.234, 7.000], [5.063, -5.804, 6.486], [3.038, -5.173, 6.567], [3.773, -3.154, 7.867], [6.473, -3.342, 8.168], [7.207, -5.635, 6.912], [4.913, -6.713, 5.919], [-7.135, -0.764, -7.463], [-8.167, -1.195, -6.670], [-9.146, -0.226, -6.683], [-8.691, 0.822, -7.517], [-7.448, 0.463, -7.988], [-6.277, -1.272, -7.634], [-8.116, -2.150, -6.165], [-10.087, -0.271, -6.150], [-9.214, 1.741, -7.751], [-6.761, 0.974, -8.649], [15.834, 2.332, -5.990], [16.665, 1.438, -5.366], [16.871, 1.876, -4.077], [16.133, 3.073, -3.916], [15.500, 3.330, -5.111], [15.516, 2.265, -6.948], [17.040, 0.570, -5.892], [17.486, 1.386, -3.333], [16.070, 3.682, -3.023], [14.843, 4.135, -5.411]],
  "forces_ev_per_angstrom": [[-1.1254, 0.1053, 0.4930], [-0.1501, 1.7489, 0.7107], [0.1576, -0.6626, 0.1388], [-1.4066, -0.4611, 0.5906], [-0.4737, -1.3464, -1.2659], [0.0563, 0.0964, 0.0817], [-0.3902, 0.8297, -0.9480], [0.5603, -0.0440, -2.0931], [0.1599, -0.5068, 0.4968], [-0.1566, 1.0718, -0.7454], [-0.9050, -0.3052, 1.3039], [2.5970, -0.8470, -0.3471], [-1.1868, -3.0149, 1.9266], [-0.3056, -2.7169, 4.7345], [0.0209, 0.3449, -0.1372], [-0.5920, 3.3094, -7.8827], [0.2069, 0.5154, 1.3164], [-1.1560, -0.7160, -0.8667], [0.2970, 0.7571, 0.5567], [0.4919, 0.5466, 0.8285], [-1.5374, -0.6401, 1.6480], [-0.1691, -1.3480, -2.1964], [0.3529, 2.0994, -1.1007], [1.7698, 0.2384, -1.3710], [-0.2885, -2.4596, 0.7325], [0.9586, 1.0883, 2.1963], [1.4005, 0.9229, -1.5788], [-1.2444, 1.5737, 1.0339], [1.9671, 0.1284, 1.2977], [1.6579, -1.1615, -0.8671], [0.0372, -0.6365, 2.2723], [-1.6340, -0.7671, 1.8142], [-1.1087, 2.2027, -0.4020], [2.5466, -0.4008, -0.5143], [-1.8688, 0.4125, -1.6344], [-2.2979, -0.0160, 0.4703], [1.6943, -0.8429, 1.4524], [-0.9815, 1.8463, -1.5808], [-1.7573, -1.4493, -0.1095], [-0.1302, 1.6464, 2.1548], [1.3359, -2.0808, 0.2602], [1.9844, 1.5186, -1.3146], [-0.3393, 1.7871, -1.6874], [0.4364, 0.3517, 2.1127], [-1.3071, -2.1366, 0.7516], [-1.6001, 1.6877, -1.2674], [2.4704, 0.2880, -0.7220], [-0.1687, -2.3259, -0.9708], [0.6308, 2.1726, 0.2731], [1.3138, -0.9759, -1.9453], [-0.8764, -1.5014, 1.8371], [-0.0046, 0.0245, 0.0438], [0.0056, 0.0010, -0.1159], [0.2584, 0.0662, 0.2862], [-0.2968, 0.2131, 0.1690], [-0.1160, 0.1305, -0.0357], [0.1163, 0.0058, -0.4114], [-0.1192, 0.0372, -0.1621], [-0.1071, 0.0802, 0.1220], [0.1216, -0.0408, 0.1445], [0.1597, -0.0107, -0.0520], [0.0092, -0.0125, -0.0090], [-0.0715, -0.0277, -0.1085], [-0.2768, -0.3024, 0.0425], [0.1107, 0.1703, 0.3529], [0.0479, 0.1264, -0.0254], [0.1772, 0.1114, -0.3561], [0.1336, 0.1374, -0.0160], [0.0049, 0.0003, 0.1815], [-0.0925, -0.1284, 0.1086], [-0.0193, -0.0625, -0.1747], [-0.0172, -0.0311, -0.0537], [0.1099, -0.0022, 0.1114], [0.3343, -0.1654, -0.2065], [-0.2981, 0.1203, -0.2640], [-0.1043, 0.0864, 0.0665], [-0.0849, 0.0419, 0.4232], [-0.0992, 0.0687, 0.1189], [-0.0913, 0.0120, -0.1740], [0.0945, -0.0561, -0.1480], [0.1308, -0.0661, 0.1211], [-0.0158, 0.0166, -0.0375], [0.0701, 0.1061, 0.0278], [-0.2545, 0.3372, 0.0558], [-0.1987, -0.3696, 0.0074], [0.0876, -0.0792, 0.0077], [0.4013, -0.0392, -0.0790], [0.1063, -0.1391, -0.0047], [-0.1344, -0.1156, -0.0184], [-0.1562, 0.0993, 0.0290], [0.1025, 0.1746, 0.0056], [0.0220, 0.0361, -0.0579], [0.0723, 0.0379, 0.0044], [0.2674, -0.0008, 0.2904], [-0.3830, 0.0823, 0.1222], [-0.0878, -0.0108, -0.0571], [0.0943, 0.0075, -0.3815], [-0.1207, 0.0052, -0.1541], [-0.1112, 0.0226, 0.1408], [0.0503, -0.0168, 0.1848], [0.1760, -0.0653, -0.0733], [-0.0095, -0.0419, -0.2089], [0.0983, -0.0113, 0.1611], [0.3233, -0.2128, -0.2196], [-0.3241, 0.1151, -0.2474], [-0.0881, 0.0718, 0.1071], [0.0052, -0.0089, 0.4537], [-0.1424, 0.0864, 0.1038], [-0.0834, 0.0701, -0.1458], [0.1106, -0.0485, -0.1261], [0.1348, -0.0326, 0.1724], [-0.1102, 0.3140, -0.0405], [0.0959, -0.0333, -0.0679], [-0.3059, -0.1496, 0.0914], [0.2669, -0.0650, -0.2107], [-0.0775, -0.0794, 0.0319], [0.1656, 0.1632, 0.2206], [0.1588, 0.1032, -0.0140], [0.0728, -0.1307, -0.0971], [-0.0900, -0.1534, -0.0070], [-0.1236, 0.0627, 0.1288], [-0.0311, -0.0575, -0.0182], [0.0461, 0.0862, 0.0666], [-0.1263, 0.2155, 0.0027], [-0.2525, -0.3686, 0.0226], [0.0767, -0.2038, 0.0165], [0.4361, 0.0243, -0.0900], [0.1789, -0.2173, -0.0488], [-0.2513, -0.1990, 0.0187], [-0.1590, 0.0873, 0.0221], [0.0985, 0.1532, -0.0093], [0.1041, -0.0021, 0.0554], [-0.0078, 0.0021, 0.0540], [-0.2829, 0.2554, 0.1046], [-0.0900, -0.3250, -0.2037], [0.0030, -0.0447, 0.0253], [0.3742, 0.1169, 0.0320], [0.1439, -0.1154, -0.0624], [-0.1283, -0.0974, -0.0942], [-0.1774, 0.0569, -0.0079], [0.0554, 0.1687, 0.0904], [-0.0541, -0.0119, -0.0610], [-0.0766, -0.0119, 0.0715], [0.0652, -0.3834, 0.1424], [0.2909, 0.1291, -0.2606], [-0.0092, 0.1006, -0.0257], [-0.3439, 0.2397, 0.0865], [-0.0536, 0.1734, -0.0465], [0.1747, -0.0133, -0.0737], [0.1112, -0.1520, 0.0348], [-0.1360, -0.0575, 0.1350], [-0.0103, -0.0129, 0.0875], [0.1149, -0.0739, 0.0443], [0.1303, -0.3436, -0.2404], [-0.2432, 0.2716, -0.1929], [-0.0806, 0.0610, -0.0337], [0.0999, 0.0322, 0.4087], [-0.0378, 0.1430, 0.1260], [-0.1055, 0.0599, -0.1404], [-0.0154, -0.0999, -0.1483], [0.1402, -0.1491, 0.0964]],
  "orbital_gap_ev": 6.03,
  "total_charge": -1,
  "lumo_ev": 1.632,
  "max_force_ev_per_a": 8.57,
  "homo_energy_ev": -4.402
}

---

{
  "formula": "C23H15Cl4N2O7Ti",
  "method": "the ωB97M-V functional and the def2-TZVPD basis",
  "species": ["Ti", "C", "O", "C", "C", "C", "C", "C", "C", "N", "N", "C", "C", "O", "C", "C", "C", "C", "C", "C", "C", "C", "H", "H", "H", "H", "H", "H", "H", "H", "H", "H", "H", "H", "H", "Cl", "C", "C", "C", "Cl", "C", "O", "C", "Cl", "C", "H", "H", "O", "Cl", "O", "O", "O"],
  "coordinates": [[-0.957, 1.089, -0.834], [-1.903, 4.070, 0.076], [-1.503, 2.728, 0.487], [-1.003, 2.603, 1.788], [-1.522, 3.253, 2.891], [-0.953, 3.002, 4.131], [0.106, 2.111, 4.265], [0.611, 1.452, 3.159], [0.048, 1.704, 1.915], [0.412, 1.066, 0.711], [1.480, 0.380, 0.721], [1.974, -0.143, -0.418], [1.589, 0.331, -1.696], [0.592, 1.183, -1.838], [2.315, -0.043, -2.846], [3.349, -0.919, -2.729], [3.756, -1.457, -1.474], [4.826, -2.368, -1.390], [5.216, -2.868, -0.175], [4.545, -2.472, 0.991], [3.493, -1.589, 0.934], [3.083, -1.062, -0.300], [-1.007, 4.654, -0.127], [-2.503, 3.958, -0.817], [-2.491, 4.528, 0.863], [-2.357, 3.933, 2.805], [-1.349, 3.502, 5.004], [0.531, 1.924, 5.240], [1.425, 0.747, 3.245], [2.007, 0.368, -3.797], [3.891, -1.227, -3.614], [5.334, -2.664, -2.298], [6.038, -3.567, -0.110], [4.857, -2.870, 1.946], [2.973, -1.300, 1.836], [-4.930, -4.923, 0.079], [-3.770, -3.677, -0.184], [-3.786, -2.555, 0.632], [-2.850, -1.568, 0.403], [-2.810, -0.142, 1.387], [-1.906, -1.676, -0.613], [-0.996, -0.706, -0.815], [-1.909, -2.816, -1.414], [-0.735, -2.948, -2.661], [-2.841, -3.818, -1.204], [-4.515, -2.457, 1.423], [-2.841, -4.697, -1.831], [-3.007, 1.080, -1.462], [-2.645, 1.590, -2.833], [-3.742, 2.159, -3.478], [-2.007, 0.532, -3.520], [-1.614, 2.586, -2.455]],
  "forces_ev_per_angstrom": [[0.3966, -0.0097, -0.0620], [-0.0722, 0.0472, -0.0090], [-0.0066, -0.1358, -0.1205], [0.1281, -0.1011, 0.1202], [-0.0371, 0.0283, -0.1018], [0.0185, -0.0119, 0.0218], [0.0007, 0.0039, 0.0013], [0.0001, 0.0479, -0.0434], [-0.1509, 0.0699, 0.1329], [-0.0864, -0.1003, -0.1728], [-0.0358, 0.0229, -0.0108], [-0.0607, 0.0619, -0.0315], [0.0989, -0.0408, -0.0742], [-0.4486, -0.1318, 0.3315], [-0.0032, 0.0176, 0.0084], [-0.0279, 0.0213, 0.0097], [-0.0006, -0.0116, 0.0731], [-0.0011, -0.0016, 0.0038], [0.0098, -0.0051, -0.0152], [-0.0271, 0.0205, 0.0022], [0.0104, -0.0132, 0.0171], [0.0569, -0.0322, -0.0262], [-0.0027, -0.0138, 0.0106], [0.0131, 0.0013, 0.0088], [-0.0124, -0.0312, -0.0156], [0.0048, 0.0034, 0.0155], [-0.0105, 0.0087, -0.0048], [0.0053, -0.0020, 0.0051], [0.0042, -0.0084, -0.0142], [0.0021, -0.0061, -0.0086], [-0.0077, 0.0082, -0.0156], [0.0073, -0.0051, -0.0042], [0.0064, -0.0038, -0.0107], [-0.0019, 0.0013, 0.0068], [-0.0017, 0.0006, -0.0010], [-0.0182, -0.0201, 0.0013], [0.0245, 0.0364, 0.0061], [0.0065, -0.0258, -0.0192], [0.0129, -0.0727, -0.0531], [0.0564, 0.0968, -0.0182], [-0.0621, -0.2036, 0.0250], [-0.0537, 0.7670, -0.0902], [-0.0316, 0.0801, 0.1024], [0.0460, -0.0347, -0.0668], [0.0110, 0.0169, 0.0027], [-0.0022, 0.0072, 0.0070], [0.0001, -0.0019, -0.0023], [0.1503, -0.1003, 0.0940], [0.1397, -0.0120, 0.2818], [-0.1927, 0.1704, -0.0547], [-0.1152, -0.2128, -0.3979], [0.2602, -0.1902, 0.1550]],
  "orbital_gap_ev": 6.58,
  "total_charge": 1,
  "lumo_ev": -4.791,
  "de_lowest_kcal_mol": 0.0,
  "max_force_ev_per_a": 0.77,
  "homo_energy_ev": -11.373
}